No. 1
Density functional theory data (ωB97M-V/def2-TZVPD) for C25H22BrF5N6O7Ta as an isolated structure.

Properties
E_tot = -134736.44649 eV
highest occupied orbital energy = -0.4004 Eh
LUMO = -0.1424 hartree
Kohn-Sham gap = 0.258 Eh
largest force on an atom = 0.6 eV/Å
net charge = +1
ΔE to the lowest compared entry with this formula, charge and spin = 0.000 eV

Geometry (Å):
1 Ta -0.483 1.440 0.105
2 Br 1.041 -4.914 4.014
3 F -2.312 -2.044 -0.504
4 F -3.230 1.171 -1.210
5 F -4.204 -1.002 -0.432
6 F -2.786 -0.788 1.183
7 F -1.752 -0.201 -2.070
8 O -1.307 4.044 -2.851
9 O -2.228 1.881 1.361
10 O -1.096 2.903 -0.929
11 O -0.263 -0.087 2.301
12 O 1.701 3.860 1.913
13 O 0.059 -0.740 -0.166
14 O 2.428 0.456 -2.699
15 N 0.251 -4.537 -1.480
16 N 0.680 1.447 -1.585
17 N -0.066 4.778 3.027
18 N 1.018 -2.517 -2.093
19 N 1.705 1.234 0.728
20 N -0.334 2.862 1.732
21 C 0.813 5.838 3.529
22 C 0.691 -3.392 -1.063
23 C -1.391 4.747 3.313
24 C 0.896 -3.970 1.349
25 C 0.174 2.117 -2.767
26 C 0.741 -3.623 2.675
27 C 0.321 -1.742 0.758
28 C 0.717 -3.885 -5.526
29 C -2.917 -0.896 -0.153
30 C -2.248 0.317 -0.866
31 C -1.666 2.836 1.986
32 C 0.140 -1.394 2.083
33 C -2.243 3.801 2.837
34 C 0.683 -3.013 0.356
35 C 2.547 0.615 -0.315
36 C 0.517 3.823 2.201
37 C 0.357 -2.342 3.066
38 C 1.044 -2.914 -4.601
39 C 0.832 -3.242 -3.267
40 C 1.893 0.812 -1.674
41 C -0.808 3.153 -2.258
42 C -0.004 -5.449 -3.812
43 C 0.333 -4.484 -2.862
44 C 0.196 -5.131 -5.138
45 C -0.848 0.150 3.595
46 H -1.162 1.185 3.618
47 H 3.543 1.057 -0.347
48 H -0.400 -6.407 -3.506
49 H -0.198 -1.103 -1.042
50 H 1.690 -1.765 -2.039
51 H 0.233 6.497 4.169
52 H 2.668 -0.449 -0.112
53 H 1.224 6.400 2.694
54 H -0.107 -0.012 4.375
55 H 2.007 2.194 0.944
56 H 0.224 -2.124 4.113
57 H -0.366 1.446 -3.441
58 H 0.861 -3.682 -6.578
59 H -1.741 5.546 3.953
60 H 1.788 0.730 1.607
61 H 1.154 -4.978 1.058
62 H 0.972 2.587 -3.341
63 H -3.298 3.809 3.056
64 H 1.445 -1.954 -4.897
65 H -0.049 -5.854 -5.903
66 H -1.709 -0.503 3.734
67 H 1.632 5.400 4.093

Löwdin atomic charge list, values in e, 5 entries: atom 1 (Ta): 2.01, atom 2 (Br): 0.81, atom 3 (F): 0.16, atom 4 (F): 0.08, atom 5 (F): 0.20

---

No. 2
Density functional theory data (ωB97M-V/def2-TZVPD) for C25H22BrIrN5O3S as an isolated structure.

Properties
E_tot = -123582.33283 eV
highest occupied orbital energy = -0.3765 Eh
LUMO = -0.2153 hartree
Kohn-Sham gap = 0.161 Eh
largest force on an atom = 0.1 eV/Å
net charge = +1
ΔE to the lowest compared entry with this formula, charge and spin = 0.000 eV

Geometry (Å):
1 Ir -0.498 1.188 1.779
2 Br -1.462 -0.489 0.363
3 S -2.836 -0.689 -4.943
4 O -1.433 -0.899 -5.284
5 O -3.801 -1.056 -5.935
6 O -3.143 -1.098 -3.575
7 N 1.017 -1.965 4.507
8 N 0.158 -0.088 3.194
9 N -2.599 1.623 -3.651
10 N -3.014 1.860 -5.957
11 N -1.184 2.555 0.394
12 C 1.156 0.892 0.741
13 C -2.082 3.222 -2.128
14 C 2.347 1.380 1.201
15 C -2.855 1.130 -4.856
16 C 2.481 -3.887 4.088
17 C 2.111 0.471 -1.465
18 C -2.560 3.794 -4.618
19 C 0.560 -0.981 3.817
20 C 3.322 1.030 -0.988
21 C -2.502 2.490 0.096
22 C -0.790 3.544 -1.738
23 C -2.444 2.940 -3.544
24 C 3.444 1.455 0.307
25 C 1.680 -4.675 5.122
26 C -0.158 -0.199 -1.051
27 C 0.695 -0.435 -3.222
28 C 1.903 0.048 -2.805
29 C -0.398 -0.588 -2.323
30 C -0.367 3.168 -0.479
31 C 0.233 -4.190 5.176
32 C 0.169 -2.701 5.473
33 C 2.430 -2.397 4.381
34 C -2.874 3.171 -5.827
35 C -2.981 2.810 -1.144
36 C 1.031 0.364 -0.563
37 H 2.084 -4.071 3.086
38 H 0.671 3.257 -0.192
39 H 2.455 1.739 2.219
40 H 2.895 -1.806 3.593
41 H 0.553 -2.484 6.473
42 H 4.380 1.866 0.660
43 H -3.012 3.761 -6.726
44 H -4.014 2.608 -1.391
45 H 1.707 -5.737 4.883
46 H -1.358 -0.970 -2.684
47 H 2.722 0.132 -3.508
48 H -0.326 -4.720 5.949
49 H -2.439 4.865 -4.540
50 H 2.141 -4.561 6.108
51 H -0.069 3.930 -2.445
52 H -3.152 2.064 0.849
53 H 0.504 -0.724 -4.248
54 H 2.926 -2.166 5.326
55 H 3.525 -4.202 4.085
56 H 4.160 1.115 -1.668
57 H -0.844 -2.309 5.402
58 H -0.265 -4.389 4.223

Löwdin atomic charge list, values in e, 5 entries: atom 1 (Ir): 1.04, atom 2 (Br): 1.04, atom 3 (S): 0.43, atom 4 (O): -0.35, atom 5 (O): -0.30

---

No. 3
Density functional theory data (ωB97M-V/def2-TZVPD) for C25H22BrN6Pt as an isolated structure.

Properties
E_tot = -108505.75378 eV
highest occupied orbital energy = -0.3717 Eh
LUMO = -0.1382 hartree
Kohn-Sham gap = 0.234 Eh
largest force on an atom = 0.5 eV/Å
net charge = +1
ΔE to the lowest compared entry with this formula, charge and spin = 0.000 eV

Geometry (Å):
1 Pt 1.388 -0.665 -1.397
2 Br -1.054 -3.564 -2.178
3 N 2.520 -0.853 0.243
4 N -0.257 -2.501 0.234
5 N 2.670 0.098 1.181
6 N -0.884 0.265 -3.017
7 N 0.298 -0.385 -3.078
8 N 0.402 0.768 -0.562
9 C 2.791 2.438 1.756
10 C 2.987 4.804 2.582
11 C 2.151 1.429 1.041
12 C -0.939 -4.703 1.781
13 C 3.715 -1.699 1.925
14 C -3.005 0.074 -1.862
15 C 0.489 2.991 0.365
16 C 3.388 -0.393 2.212
17 C 1.008 1.691 0.285
18 C -1.784 0.702 0.533
19 C -0.991 0.618 -0.614
20 C 2.277 3.720 1.820
21 C -0.794 -3.578 -0.295
22 C -3.789 0.174 -0.723
23 C 0.692 -0.351 -4.349
24 C 3.138 -1.947 0.682
25 C -1.163 -4.711 0.416
26 C -0.060 -2.505 1.555
27 C -0.263 0.297 -5.129
28 C -3.149 0.507 0.473
29 C -0.375 -3.577 2.367
30 C 1.092 3.969 1.125
31 C -5.263 -0.118 -0.769
32 C -1.249 0.675 -4.244
33 C -1.641 0.318 -1.809
34 H 3.596 0.205 3.080
35 H -2.165 1.221 -4.390
36 H -3.733 0.589 1.382
37 H -3.456 -0.198 -2.810
38 H -5.792 0.409 0.024
39 H -1.607 -5.558 -0.087
40 H 4.277 -2.381 2.538
41 H 0.360 -1.595 1.973
42 H -5.696 0.175 -1.724
43 H 1.628 -0.798 -4.640
44 H 0.654 4.959 1.152
45 H -5.448 -1.186 -0.637
46 H -0.399 3.221 -0.208
47 H 3.124 -2.852 0.096
48 H -0.185 -3.530 3.430
49 H 2.310 5.624 2.816
50 H -1.204 -5.565 2.379
51 H -0.232 0.477 -6.189
52 H 3.717 2.221 2.273
53 H 3.400 4.428 3.518
54 H 3.814 5.215 1.999
55 H -1.308 0.933 1.477

Löwdin atomic charge list, values in e, 5 entries: atom 1 (Pt): 1.13, atom 2 (Br): 0.75, atom 3 (N): -0.14, atom 4 (N): 0.01, atom 5 (N): -0.05

---

No. 4
Density functional theory data (ωB97M-V/def2-TZVPD) for C25H22ClI2N3O4Os as an isolated structure.

Properties
E_tot = -70117.16443 eV
highest occupied orbital energy (alpha / beta) = -0.5031 / -0.5031 Eh
LUMO (alpha / beta) = -0.2921 / -0.2921 hartree
Kohn-Sham gap (alpha / beta) = 0.211 / 0.211 Eh
largest force on an atom = 0.3 eV/Å
net charge = +2
ΔE to the lowest compared entry with this formula, charge and spin = 0.069 eV

Geometry (Å):
1 Os 0.805 0.817 0.698
2 I 1.076 2.893 -1.021
3 I 4.807 -3.485 2.102
4 Cl 3.892 -0.245 6.589
5 O 3.431 -0.898 0.770
6 O 2.851 -3.638 -1.932
7 O 0.443 -0.785 1.876
8 O -1.135 0.891 1.200
9 N 1.684 -0.165 -0.575
10 N -0.127 -4.304 1.762
11 N 2.233 1.305 1.999
12 C 1.513 -2.448 0.495
13 C 2.065 2.538 2.505
14 C 3.657 -0.471 4.905
15 C 4.029 -1.644 4.320
16 C 2.413 -1.398 -0.100
17 C 1.883 -0.869 -2.928
18 C -3.462 1.419 1.693
19 C 2.545 -4.465 -0.815
20 C 0.594 -2.066 1.471
21 C 1.531 1.434 -2.430
22 C 3.105 0.583 4.121
23 C 1.564 1.769 -3.768
24 C 2.369 2.859 3.815
25 C 2.874 0.341 2.747
26 C -2.371 1.531 0.667
27 C 1.582 -3.808 0.144
28 C 1.715 0.132 -1.972
29 C 3.330 -0.847 2.134
30 C 3.915 -1.812 2.922
31 C -1.189 -2.631 3.161
32 C 2.837 1.859 4.640
33 C 0.726 -4.672 0.811
34 C 1.772 0.763 -4.700
35 C -0.208 -3.029 2.097
36 C 1.912 -0.548 -4.275
37 H 1.806 1.008 -5.753
38 H -1.666 -3.523 3.557
39 H 2.092 -5.399 -1.151
40 H 1.642 3.279 1.839
41 H -2.609 1.021 -0.264
42 H -1.287 0.047 1.690
43 H 3.465 -4.716 -0.279
44 H -3.193 1.921 2.621
45 H -3.709 0.376 1.901
46 H 2.039 -1.339 -5.001
47 H 1.977 -1.904 -2.631
48 H 3.036 2.056 5.684
49 H 0.733 -5.728 0.566
50 H -0.705 -2.089 3.975
51 H 4.470 -2.428 4.918
52 H 1.425 2.793 -4.089
53 H 3.466 -4.110 -2.505
54 H -4.360 1.892 1.296
55 H 2.966 -1.797 -0.940
56 H -1.977 -1.987 2.755
57 H -2.080 2.558 0.463
58 H 2.215 3.866 4.170

Löwdin atomic charge list, values in e, 5 entries: atom 1 (Os): 1.37, atom 2 (I): 1.26, atom 3 (I): 1.16, atom 4 (Cl): 0.80, atom 5 (O): -0.02

---

Which formula does entry 3 have? C25H22BrN6Pt

---

Which of these has the highest ΔE to the lowest compared entry with this formula, charge and spin? C25H22ClI2N3O4Os

---

Which value of E_tot does entry 2 give? -123582.33283 eV

---

Which value of net charge does entry 3 give? +1